(A)
This record from OMol25 describes a molecular structure, C6H13N. The level of theory is the ωB97M-V functional and the def2-TZVPD basis.

Atoms and positions in Å:
C1 -1.311 1.827 0.849
C2 -0.552 0.521 0.772
N1 -0.578 -0.170 -0.502
C3 -0.872 -1.588 -0.541
C4 0.837 0.449 0.310
C5 1.712 -0.616 0.898
C6 0.645 0.383 -1.596
H1 -2.394 1.657 0.851
H2 -1.042 2.368 1.763
H3 -1.059 2.459 -0.007
H4 -0.797 -0.180 1.577
H5 -0.741 -1.931 -1.575
H6 -0.245 -2.212 0.110
H7 -1.919 -1.742 -0.261
H8 2.179 -0.156 1.777
H9 1.223 -1.538 1.253
H10 2.525 -0.898 0.214
H11 0.445 1.424 -1.838
H12 0.214 -0.254 -2.397
H13 1.730 0.197 -1.658

Multiplicity: 1
Kohn-Sham gap (eV): 8.13
Charge: 0

Atom charges from the natural (NBO) analysis, given in e for atoms 1 to 2:
1 C -0.61
2 C -0.15

=====

(B)
This record from OMol25 describes C6H13N in the gas phase. The level of theory is the ωB97M-V functional and the def2-TZVPD basis.

Atoms and positions in Å:
C1 -0.108 2.680 0.714
C2 0.816 1.392 0.346
N1 0.115 0.081 0.537
C3 -1.100 -0.001 -0.293
C4 -1.203 -1.484 -0.704
C5 0.390 -1.963 -0.830
C6 1.069 -1.048 0.250
H1 -0.730 2.453 1.579
H2 -0.778 2.897 -0.173
H3 0.538 3.606 0.853
H4 1.308 1.479 -0.609
H5 1.617 1.463 1.112
H6 -0.994 0.689 -1.106
H7 -1.990 0.306 0.318
H8 -1.678 -2.020 0.080
H9 -1.889 -1.636 -1.603
H10 0.873 -1.923 -1.827
H11 0.507 -3.014 -0.579
H12 1.099 -1.546 1.242
H13 2.137 -0.776 0.058

Multiplicity: 1
SMILES string: CCN1CCCC1
Kohn-Sham gap (eV): 9.42
Charge: 0

Atom charges from the natural (NBO) analysis, given in e for atoms 1 to 2:
1 C -0.63
2 C -0.21

=====

Comparing the structures above, (B) comes out on top by 4.216 eV.